Record 1
Below is 2 unconnected molecules or ions with the total composition H3O2, with properties calculated with ωB97M-V/def2-TZVPD.

The energy relative to the best compared isomer or geometry (same formula, charge and spin) is 0.087 eV. As for the lowest unoccupied orbital energy: 5.3 eV. The net charge is -1. The HOMO energy is -2.9 eV. Its frontier orbital gap is 8.27 eV. The value obtained for the total energy is -152.2797 a.u.

The geometry in XYZ format:
```
5
Properties=species:S:1:pos:R:3:forces:R:3
O 0.86713 -0.89161 0.29700 -0.25 0.10 0.59
H 0.95850 -0.46360 1.15594 0.20 -0.18 -0.01
O -1.08861 0.44334 -0.74451 -0.03 -0.15 0.33
H -0.72936 1.33505 -0.68536 0.00 0.00 -0.04
H -0.00766 -0.42318 -0.02308 0.08 0.23 -0.87
```
Forces are in eV/Å.

natural (NBO) atomic charge list, values in e, 4 entries: atom 1 (O): -1.0478, atom 2 (H): 0.4257, atom 3 (O): -1.2888, atom 4 (H): 0.3975



Record 2
Below is 2 unconnected molecules or ions with the total composition H3O2PS at a distorted geometry, with properties calculated with ωB97M-V/def2-TZVPD.

The energy relative to the best compared isomer or geometry (same formula, charge and spin) is 4.661 eV. As for the lowest unoccupied orbital energy: -0.8 eV. The net charge is 0. The HOMO energy is -9.5 eV. Its frontier orbital gap is 8.68 eV. The value obtained for the total energy is -891.7119 a.u.

The geometry in XYZ format:
```
7
Properties=species:S:1:pos:R:3:forces:R:3
O 1.66692 3.15667 0.54398 0.26 -0.32 -0.36
O -1.89645 -1.18087 -0.04231 -0.09 -0.30 0.23
P 0.45001 2.37451 0.24577 -0.98 0.65 0.91
S -2.01064 -2.06823 1.14405 -1.15 1.07 1.02
H -2.63759 -3.22277 0.78735 -0.27 -0.07 -0.14
H 0.72068 1.37697 -0.72526 0.68 -0.37 -0.55
H -3.22948 -1.66883 1.92531 1.55 -0.66 -1.11
```
Forces are in eV/Å.

natural (NBO) atomic charge list, values in e, 4 entries: atom 1 (O): -0.9456, atom 2 (O): -0.9564, atom 3 (P): 1.1278, atom 4 (S): 0.8915



Which of these has the lowest HOMO energy? H3O2PS